1.
Formula: C3H8O4S
Source: OMol25
Level of theory: ωB97M-V/def2-TZVPD

Cartesian coordinates (Å):
S  -2.411  2.172  -0.367
O  1.044  -0.933  -2.897
O  -0.417  -1.133  2.751
O  1.856  -0.294  1.903
O  1.394  -0.362  -0.761
C  -0.593  0.507  -1.706
C  -1.079  0.911  -0.289
C  0.775  -0.284  -1.788
H  0.302  -1.198  2.122
H  -1.367  -0.166  -2.148
H  -0.532  1.403  -2.297
H  1.554  -0.067  0.919
H  -0.206  1.145  0.270
H  2.298  -1.114  1.699
H  -1.521  0.107  0.305
H  -1.096  -0.696  2.284

## Properties
charge = -2
HOMO level = 0.4 eV

---

2.
Formula: C31H50ClPW
Source: OMol25
Level of theory: ωB97M-V/def2-TZVPD

Cartesian coordinates (Å):
W  -1.184  1.277  1.342
Cl  -2.286  2.404  3.042
P  0.001  0.169  -0.399
C  0.246  1.903  -2.660
C  -5.140  0.023  -0.142
C  -0.467  4.366  -2.605
C  -0.182  -2.668  -0.791
C  3.541  -1.281  -2.291
C  -0.347  2.970  -0.452
C  -1.010  4.154  -1.187
C  0.461  1.413  2.377
C  -5.547  -0.934  0.765
C  -1.591  -3.781  -2.600
C  1.161  -2.631  2.986
C  1.836  -0.194  -0.767
C  0.799  -0.262  5.175
C  -1.354  -1.224  -2.533
C  -3.015  0.183  0.968
C  -3.866  0.587  -0.074
C  1.224  1.902  3.559
C  2.127  -0.708  -2.189
C  0.999  1.224  4.938
C  -0.513  1.718  -1.317
C  -4.653  -1.376  1.745
C  4.598  -0.246  -1.892
C  4.281  0.451  -0.558
C  -0.371  3.074  -3.434
C  1.960  -1.236  4.935
C  -3.389  -0.810  1.870
C  -1.062  -3.865  -1.163
C  -2.212  -2.421  -2.950
C  2.053  -1.848  3.549
C  2.822  0.944  -0.451
C  -0.925  -1.351  -1.068
H  -2.332  -4.571  -2.756
H  -3.538  1.326  -0.786
H  0.112  -2.725  0.266
H  -1.845  -1.355  -0.457
H  4.966  1.295  -0.416
H  2.019  -1.011  -0.040
H  0.520  4.847  -2.564
H  2.037  0.124  -2.902
H  -0.761  -3.985  -3.292
H  4.680  0.509  -2.688
H  3.081  -1.755  3.177
H  -4.947  -2.156  2.429
H  1.843  1.583  5.528
H  -1.126  5.067  -3.132
H  0.230  3.263  -4.337
H  3.618  -2.154  -1.628
H  -0.084  -0.668  4.645
H  -0.868  2.978  0.568
H  -3.188  -2.339  -2.447
H  0.599  -0.309  6.256
H  2.303  1.904  3.278
H  -1.580  1.611  -1.575
H  -1.376  2.785  -3.773
H  1.752  -2.106  5.590
H  4.474  -0.259  0.262
H  -5.812  0.345  -0.926
H  2.684  1.766  -1.173
H  1.309  2.113  -2.461
H  2.916  -0.764  5.210
H  -2.399  -2.366  -4.028
H  0.119  -2.623  3.366
H  1.408  -1.464  -2.518
H  0.743  -2.711  -1.387
H  0.186  0.995  -3.283
H  -2.681  -1.088  2.650
H  -0.881  5.068  -0.594
H  5.574  -0.736  -1.825
H  -6.536  -1.363  0.713
H  1.358  -3.061  2.009
H  3.714  -1.634  -3.316
H  -0.492  -4.790  -1.018
H  -0.455  -1.172  -3.170
H  2.630  1.376  0.538
H  0.102  1.702  5.367
H  -1.915  -0.295  -2.704
H  1.144  0.677  1.908
H  0.716  3.178  -0.297
H  0.991  2.957  3.686
H  -2.091  3.971  -1.219
H  -1.911  -3.910  -0.465

## Properties
charge = 0
multiplicity = 3
HOMO level (alpha / beta) = -6.5 / -7.3 eV
<S²> = 2.05

---

3.
Formula: C13H24S
Source: OMol25
Level of theory: ωB97M-V/def2-TZVPD

Cartesian coordinates (Å):
S  0.738  0.775  -2.492
C  1.180  2.342  -2.483
C  -0.137  -2.352  0.756
C  -1.682  -0.592  -2.328
C  1.182  -0.501  0.202
C  2.068  -1.682  -0.069
C  0.092  -0.806  0.840
C  -0.951  0.735  -2.490
C  -0.886  1.538  3.486
C  1.019  -2.796  -0.193
C  -1.047  1.558  1.058
C  -0.908  0.058  3.023
C  -1.011  0.026  1.482
C  -1.519  2.283  2.304
H  -1.184  -2.560  0.342
H  -1.541  -0.596  3.598
H  -2.583  2.175  2.420
H  0.067  -0.327  3.218
H  0.205  1.652  3.619
H  -1.296  3.339  2.236
H  -1.046  0.736  -4.728
H  -2.677  -0.516  -2.560
H  2.781  -1.740  0.776
H  1.563  0.512  0.154
H  -1.230  -1.255  -3.066
H  -1.538  1.774  4.378
H  -0.163  -2.754  1.657
H  -1.669  1.704  -2.517
H  2.586  -1.530  -1.008
H  2.182  2.412  -2.639
H  0.556  -2.859  -1.121
H  1.650  -3.564  0.164
H  -0.046  1.939  0.757
H  0.365  3.046  -2.570
H  -1.773  1.798  0.258
H  -1.973  -0.548  1.203
H  -1.643  -0.909  -1.283
H  -1.309  0.868  -5.471

## Properties
charge = 0
HOMO level (alpha / beta) = -7.2 / -7.1 eV

---

Listing E for the structures above in their given order: -22265.8156, -56591.0162, -24699.7303 eV.
Listing energy relative to the best compared isomer or geometry (same formula, charge and spin) for the structures above in their given order: 20.91, 4.02, 52.88 kcal per mole.